{"formula": "C27H61N3O", "method": "wB97M-V/def2-TZVPD", "orbital_gap_ha": 0.2459, "total_charge": 2, "e_tot_ev": -35490.396, "de_lowest_kcal_mol": 0.0, "symbols": ["C", "C", "C", "O", "H", "H", "H", "H", "H", "H", "H", "C", "C", "C", "N", "C", "C", "C", "C", "C", "H", "H", "H", "H", "H", "H", "H", "H", "H", "H", "H", "H", "H", "H", "H", "H", "H", "H", "C", "C", "C", "N", "C", "C", "C", "C", "C", "H", "H", "H", "H", "H", "H", "H", "H", "H", "H", "H", "H", "H", "H", "H", "H", "H", "H", "C", "C", "C", "N", "C", "C", "C", "C", "C", "H", "H", "H", "H", "H", "H", "H", "H", "H", "H", "H", "H", "H", "H", "H", "H", "H", "H"], "positions_angstrom": [[0.373, 2.756, -0.914], [1.584, 1.829, -0.910], [2.635, 2.323, 0.082], [1.225, 0.543, -0.760], [0.575, 3.796, -1.199], [-0.002, 2.866, 0.116], [-0.388, 2.320, -1.569], [2.147, 2.050, -1.871], [3.629, 1.912, -0.108], [2.360, 2.076, 1.105], [2.747, 3.413, -0.004], [3.881, 3.410, -5.466], [2.890, 2.488, -4.742], [2.804, 1.187, -5.500], [1.925, 0.166, -4.883], [0.688, 0.783, -4.473], [2.568, -0.598, -3.749], [3.523, -1.518, -4.497], [2.834, -1.829, -5.840], [1.604, -0.919, -5.847], [3.620, 3.427, -6.532], [4.887, 2.974, -5.453], [3.895, 4.425, -5.099], [1.918, 2.992, -4.821], [3.091, 2.333, -3.683], [3.810, 0.768, -5.464], [2.458, 1.383, -6.509], [0.826, 1.504, -3.678], [-0.048, 0.050, -4.153], [0.239, 1.263, -5.344], [1.720, -1.175, -3.402], [3.090, 0.016, -3.030], [3.689, -2.408, -3.892], [4.506, -1.073, -4.636], [2.571, -2.882, -5.864], [3.454, -1.631, -6.709], [0.744, -1.467, -5.469], [1.377, -0.489, -6.816], [0.743, 1.537, 4.089], [-0.144, 0.930, 5.168], [-0.868, -0.248, 4.596], [-1.756, -0.957, 5.580], [-2.723, -0.025, 6.184], [-0.946, -1.735, 6.617], [-1.521, -3.154, 6.676], [-2.834, -3.057, 5.867], [-2.487, -2.008, 4.830], [0.176, 1.882, 3.217], [1.467, 0.818, 3.702], [1.296, 2.405, 4.443], [-0.825, 1.637, 5.635], [0.515, 0.567, 5.970], [-0.191, -1.007, 4.211], [-1.541, 0.056, 3.788], [-2.201, 0.661, 6.839], [-3.417, -0.597, 6.790], [-3.217, 0.490, 5.369], [-1.097, -1.203, 7.553], [0.112, -1.632, 6.393], [-1.789, -3.327, 7.721], [-0.909, -4.014, 6.419], [-3.607, -2.728, 6.575], [-3.273, -3.978, 5.494], [-3.292, -1.550, 4.259], [-1.801, -2.493, 4.131], [-3.144, 2.564, 0.220], [-3.049, 1.187, -0.454], [-2.098, 0.379, 0.394], [-1.806, -1.004, -0.073], [-2.969, -1.861, 0.213], [-1.431, -1.067, -1.522], [-0.649, -2.352, -1.668], [0.068, -2.524, -0.315], [-0.654, -1.624, 0.663], [-3.755, 2.509, 1.124], [-3.536, 3.312, -0.459], [-2.147, 2.840, 0.554], [-2.683, 1.322, -1.472], [-4.019, 0.693, -0.524], [-2.421, 0.287, 1.432], [-1.092, 0.824, 0.419], [-2.750, -2.873, -0.129], [-3.810, -1.511, -0.379], [-3.148, -1.879, 1.278], [-2.309, -0.986, -2.146], [-0.727, -0.222, -1.527], [-1.369, -3.158, -1.806], [0.018, -2.290, -2.521], [-0.072, -3.571, -0.014], [1.148, -2.424, -0.346], [-0.933, -2.117, 1.592], [0.018, -0.790, 0.935]], "forces_ev_per_angstrom": [[-0.032, 0.596, 0.434], [0.864, 0.589, -0.464], [0.206, 0.527, 0.200], [-0.645, -1.111, -0.012], [0.113, -0.192, -0.320], [-0.161, -0.364, -0.154], [-0.138, 0.176, 0.110], [-0.465, -0.271, -0.206], [-0.145, -0.261, -0.028], [-0.130, -0.033, 0.230], [-0.031, -0.082, 0.132], [0.323, -1.058, -0.431], [-0.729, 1.043, -0.429], [1.213, 0.208, 0.494], [-0.323, -0.131, 0.398], [-1.836, 0.803, 0.147], [0.465, -0.432, -1.282], [0.347, -0.317, 0.173], [0.094, -0.060, 0.095], [0.488, -0.821, -0.468], [-0.098, 0.239, 0.135], [-0.009, 0.287, 0.248], [0.003, 0.099, 0.225], [0.093, -0.061, 0.294], [0.236, 0.082, -0.014], [-0.056, -0.157, -0.650], [0.065, -0.214, -0.201], [0.166, 0.002, 0.149], [0.282, -0.283, 0.188], [0.118, 0.212, 0.030], [0.176, 0.093, 0.910], [-0.620, 0.342, 0.372], [0.015, -0.086, -0.092], [-0.034, 0.106, 0.017], [-0.246, 0.011, -0.234], [0.228, 0.001, 0.091], [-0.145, 0.199, 0.032], [-0.130, 0.038, -0.028], [-0.030, 0.455, -0.482], [0.944, -0.217, 0.340], [-0.575, 0.099, -0.064], [0.837, -0.667, -0.619], [-0.048, -0.011, 0.426], [0.124, 0.337, 0.324], [-0.966, -0.243, 0.826], [-0.524, 0.295, 0.961], [-0.470, -1.042, -0.296], [-0.118, -0.059, 0.143], [0.010, -0.062, 0.152], [-0.012, -0.093, 0.151], [0.017, 0.233, -0.305], [-0.118, 0.130, 0.003], [0.139, 0.049, -0.040], [0.119, 0.054, -0.068], [0.004, 0.151, -0.040], [-0.197, 0.033, -0.088], [-0.198, 0.186, 0.104], [0.007, -0.125, 0.090], [-0.017, -0.230, -0.265], [0.077, -0.174, -0.085], [0.458, 0.446, -0.496], [0.045, 0.321, -0.347], [0.556, -0.142, -0.384], [-0.159, -0.031, 0.152], [0.129, 0.329, -0.029], [-0.075, -0.501, 0.223], [-0.127, 0.219, 0.249], [1.397, 0.150, -0.010], [-1.079, -1.286, 0.864], [-0.367, -0.658, -0.913], [1.178, 0.749, 0.632], [-0.397, 0.121, 0.346], [-0.324, -1.808, -0.266], [1.919, 1.542, 0.308], [-0.181, 0.089, -0.144], [-0.061, 0.126, 0.078], [0.054, 0.339, -0.194], [0.202, -0.140, 0.057], [-0.121, 0.151, 0.005], [-0.278, 0.029, 0.000], [-0.279, 0.286, -0.191], [0.019, -0.013, 0.145], [-0.241, 0.086, 0.315], [-0.274, 0.125, 0.134], [-0.154, 0.228, -0.085], [0.091, 0.113, -0.861], [0.289, -0.235, -0.293], [0.044, -0.130, -0.045], [-0.004, 0.132, 0.007], [-0.046, 0.769, -0.029], [-0.593, -0.033, -0.184], [-0.151, -0.187, -0.296]], "lowdin_charge": [-0.081, -0.714, -0.076, -0.273, 0.080, 0.059, 0.058, 0.084, 0.069, 0.055, 0.076, -0.072, -0.231, -0.128, -0.290, -0.009, -0.062, -0.138, -0.116, -0.102, 0.084, 0.085, 0.081, 0.115, 0.097, 0.139, 0.147, 0.091, 0.103, 0.129, 0.114, 0.141, 0.123, 0.115, 0.119, 0.120, 0.133, 0.142, -0.079, -0.224, -0.158, -0.285, 0.031, -0.057, -0.115, -0.134, -0.132, 0.076, 0.086, 0.090, 0.113, 0.125, 0.140, 0.127, 0.110, 0.116, 0.122, 0.137, 0.134, 0.123, 0.124, 0.117, 0.129, 0.139, 0.134, -0.073, -0.214, -0.158, -0.275, 0.018, -0.115, -0.129, -0.126, -0.117, 0.081, 0.086, 0.055, 0.108, 0.111, 0.127, 0.110, 0.115, 0.111, 0.098, 0.140, 0.107, 0.112, 0.099, 0.116, 0.120, 0.117, 0.120]}